{"formula": "C52H57FN4O13P", "method": "ωB97M-V/def2-TZVPD", "e_tot_ev": -99421.7811, "total_charge": 1, "gap_ev": 5.9, "homo_energy_ev": -10.077, "elements": ["C", "C", "C", "O", "O", "C", "C", "C", "C", "C", "C", "C", "C", "C", "O", "O", "C", "C", "C", "C", "N", "C", "C", "C", "C", "C", "C", "F", "C", "C", "C", "N", "P", "N", "O", "C", "C", "C", "N", "H", "H", "H", "H", "H", "H", "H", "H", "H", "H", "H", "H", "H", "H", "H", "H", "H", "H", "H", "H", "H", "H", "H", "H", "H", "H", "H", "H", "H", "H", "H", "H", "H", "H", "H", "H", "H", "H", "H", "H", "H", "C", "C", "C", "O", "C", "C", "C", "O", "H", "H", "H", "H", "C", "C", "C", "O", "C", "C", "C", "O", "H", "H", "H", "H", "C", "C", "C", "O", "C", "C", "C", "O", "H", "H", "H", "H", "C", "C", "C", "O", "C", "C", "C", "O", "H", "H", "H", "H"], "xyz": [[1.17, -3.71, 2.37], [0.48, -3.01, 3.26], [1.15, -1.94, 4.05], [2.33, -1.95, 4.17], [0.44, -0.92, 4.59], [-0.85, -1.27, 5.12], [-2.00, -0.98, 4.17], [-2.40, 0.49, 4.07], [-1.32, 1.46, 3.58], [-0.59, 1.05, 2.29], [-0.90, 1.94, 1.04], [-1.95, 1.31, 0.16], [-1.62, 0.19, -0.63], [-0.21, -0.37, -0.77], [0.20, -0.57, -1.89], [0.55, -0.59, 0.28], [1.98, -0.51, -0.06], [2.84, -0.42, 1.21], [3.93, 0.68, 1.12], [3.81, 1.73, 2.25], [3.39, 3.03, 1.76], [3.86, 4.28, 2.07], [3.12, 5.22, 1.40], [2.12, 4.53, 0.64], [2.34, 3.20, 0.90], [-2.61, -0.42, -1.41], [-2.40, -1.66, -2.25], [-3.60, -2.01, -2.86], [-1.90, -2.89, -1.47], [-2.38, -3.00, -0.03], [-3.86, 0.13, -1.41], [-4.17, 1.22, -0.69], [-5.94, 1.71, -1.01], [-6.74, 1.87, 0.45], [-5.76, 3.23, -1.49], [-3.27, 1.82, 0.11], [-3.72, 3.01, 0.90], [-4.26, 2.59, 2.26], [-4.07, 3.21, 3.34], [0.79, -4.63, 1.96], [2.14, -3.41, 2.03], [-0.56, -3.27, 3.39], [-0.99, -0.77, 6.08], [-0.86, -2.33, 5.36], [-2.86, -1.55, 4.53], [-1.74, -1.42, 3.21], [-2.66, 0.80, 5.08], [-3.33, 0.54, 3.50], [-1.79, 2.43, 3.41], [-0.61, 1.60, 4.39], [0.47, 1.18, 2.48], [-0.82, 0.03, 2.04], [-1.19, 2.92, 1.38], [-0.02, 2.05, 0.42], [2.17, 0.36, -0.67], [2.27, -1.41, -0.58], [2.24, -0.31, 2.10], [3.37, -1.36, 1.33], [3.88, 1.21, 0.18], [4.92, 0.23, 1.18], [3.09, 1.40, 2.99], [4.76, 1.86, 2.77], [4.69, 4.43, 2.74], [3.21, 6.29, 1.42], [1.36, 4.94, 0.01], [1.85, 2.31, 0.55], [-1.69, -1.45, -3.04], [-2.29, -3.74, -2.01], [-0.82, -2.95, -1.51], [-3.44, -3.24, 0.05], [-2.17, -2.12, 0.58], [-1.84, -3.82, 0.44], [-4.63, -0.31, -2.02], [-6.63, 2.77, 0.92], [-6.61, 1.10, 1.09], [-6.47, 3.46, -2.10], [-4.50, 3.58, 0.40], [-2.92, 3.73, 1.08], [-4.91, 1.72, 2.31], [-3.48, 4.03, 3.18], [-0.04, 9.22, 3.19], [1.13, 9.09, 2.57], [2.24, 8.32, 3.19], [3.31, 8.19, 2.63], [1.99, 7.70, 4.52], [0.82, 7.84, 5.13], [-0.29, 8.60, 4.51], [-1.36, 8.72, 5.07], [-0.86, 9.78, 2.75], [1.34, 9.53, 1.60], [2.81, 7.14, 4.95], [0.61, 7.39, 6.10], [3.34, -5.61, -3.67], [3.95, -4.50, -3.24], [3.18, -3.39, -2.63], [3.73, -2.39, -2.22], [1.70, -3.56, -2.52], [1.10, -4.66, -2.95], [1.87, -5.77, -3.56], [1.33, -6.78, -3.95], [3.88, -6.43, -4.12], [5.02, -4.36, -3.30], [1.16, -2.74, -2.06], [0.03, -4.81, -2.87], [3.30, -11.99, -6.39], [3.88, -10.88, -5.95], [3.07, -9.79, -5.34], [3.59, -8.77, -4.94], [1.60, -9.99, -5.24], [1.03, -11.10, -5.68], [1.83, -12.20, -6.29], [1.31, -13.21, -6.69], [3.87, -12.80, -6.83], [4.94, -10.71, -6.01], [1.04, -9.18, -4.80], [-0.04, -11.27, -5.62], [-1.49, 2.75, -3.08], [-1.09, 2.68, -4.35], [-0.41, 3.83, -5.00], [-0.05, 3.77, -6.16], [-0.18, 5.05, -4.19], [-0.58, 5.11, -2.92], [-1.26, 3.97, -2.27], [-1.62, 4.04, -1.10], [-1.99, 1.93, -2.59], [-1.25, 1.80, -4.96], [0.32, 5.87, -4.68], [-0.43, 5.99, -2.31]], "lowdin_charge": [0.073, -0.067, -0.512, 0.140, 0.003, -0.167, -0.178, -0.188, -0.165, -0.133, -0.093, -0.056, 0.018, -0.442, 0.132, 0.026, -0.102, -0.136, -0.135, -0.113, -0.113, -0.076, -0.085, -0.068, -0.128, -0.085, -0.261, 0.002, -0.149, -0.061, -0.053, -0.071, 0.910, -0.132, -0.248, -0.148, -0.101, -0.263, 0.139, 0.070, 0.069, 0.096, 0.136, 0.121, 0.123, 0.085, 0.119, 0.081, 0.076, 0.116, 0.100, 0.084, 0.106, 0.090, 0.124, 0.094, 0.085, 0.108, 0.109, 0.113, 0.118, 0.125, 0.118, 0.068, 0.079, 0.086, 0.154, 0.125, 0.076, 0.087, 0.060, 0.078, 0.109, 0.056, 0.052, 0.077, 0.101, 0.108, 0.089, 0.074, 0.019, 0.023, -0.386, 0.089, 0.025, 0.021, -0.389, 0.107, 0.121, 0.122, 0.124, 0.122, 0.038, 0.028, -0.370, 0.100, 0.024, 0.031, -0.368, 0.113, 0.110, 0.125, 0.079, 0.110, 0.024, 0.021, -0.374, 0.092, 0.024, 0.024, -0.386, 0.112, 0.123, 0.121, 0.105, 0.122, 0.030, 0.047, -0.375, 0.136, 0.038, 0.024, -0.351, 0.089, 0.093, 0.129, 0.130, 0.124]}